16
Properties=species:S:1:pos:R:3:forces:R:3 method="wB97M-V/def2-TZVPD" lumo_energy_ha=0.034 spin_multiplicity=1 smiles=OCCCCO orbital_gap_ha=0.4087
O -2.701 0.963 -0.355 -0.017 0.910 -0.658
C -1.309 1.210 -0.619 -0.125 -0.494 1.428
C -0.752 -0.076 0.069 -2.828 -0.071 1.978
C 0.675 -0.169 -0.119 1.912 -0.322 -0.104
C 1.475 -0.978 0.893 0.555 -0.007 2.547
O 2.777 -1.235 0.412 0.671 1.197 2.374
H -3.259 1.507 -0.912 -0.098 0.260 -0.105
H -1.027 1.162 -1.706 -0.449 0.311 0.824
H -0.942 2.240 -0.133 -0.643 -2.274 -1.013
H -0.919 -0.045 1.212 -0.285 0.307 -1.643
H -1.415 -0.981 -0.284 1.534 1.674 0.433
H 1.088 0.838 -0.032 0.167 0.048 -0.422
H 0.807 -0.532 -1.132 0.773 -0.155 -0.288
H 1.014 -2.000 1.210 0.292 1.873 -0.373
H 1.722 -0.273 1.911 -1.160 -2.124 -2.653
H 2.767 -1.632 -0.416 -0.299 -1.132 -2.325



16
Properties=species:S:1:pos:R:3:forces:R:3 method="wB97M-V/def2-TZVPD" lumo_energy_ha="-0.106 / -0.329" spin_multiplicity=2 charge=+1 orbital_gap_ha="0.4788 / 0.2558"
C -0.773 -0.664 -1.252 -1.320 0.079 -0.831
O -0.597 0.664 -1.414 0.077 0.019 -0.575
C 0.645 -1.153 -0.605 0.157 -0.178 -0.346
C 0.541 -0.892 0.858 0.539 0.133 0.789
C 0.777 0.565 1.168 0.667 1.174 0.768
O -0.437 1.317 1.032 -0.262 0.065 -0.143
H -1.604 -0.911 -0.594 0.266 -0.004 0.406
H -0.952 -1.115 -2.233 0.672 -0.076 -0.031
H -0.827 1.180 -0.590 -0.003 0.033 0.696
H 1.404 -0.550 -1.082 0.251 0.208 0.003
H 0.825 -2.158 -0.965 -0.539 -0.446 0.099
H 1.203 -1.558 1.429 0.380 0.204 -0.350
H -0.419 -1.124 1.305 -0.409 -0.306 -0.233
H 1.486 1.121 0.559 0.132 -0.566 -0.769
H 1.246 0.750 2.133 -0.505 -0.357 0.477
H -0.882 1.433 1.875 -0.102 0.018 0.040



17
Properties=species:S:1:pos:R:3:forces:R:3 method="wB97M-V/def2-TZVPD" lumo_energy_ha=0.013 spin_multiplicity=1 smiles="CC(C)(C)[SH](=O)=O" orbital_gap_ha=0.3790
C 0.565 -1.115 -0.670 2.257 -1.962 1.005
C -0.191 -0.109 0.046 -1.211 2.526 2.014
C -1.488 0.446 -0.572 -0.115 2.702 0.401
C 0.614 1.096 0.562 1.947 0.014 -0.464
S -0.522 -0.926 1.729 1.375 -8.830 -2.651
O -1.161 -0.201 2.735 -1.882 2.179 1.755
O -1.066 -2.588 1.505 2.470 7.097 0.684
H 1.400 -1.586 -0.041 -1.289 0.513 -0.426
H -0.036 -1.885 -1.035 -1.282 -1.567 -0.002
H 1.103 -0.893 -1.536 0.803 1.693 -1.450
H -2.410 0.321 0.024 0.540 -0.233 -0.166
H -1.618 0.034 -1.533 -0.422 -0.680 -1.079
H -1.427 1.635 -0.767 0.096 -2.715 0.595
H 1.492 0.641 1.225 -1.002 1.575 -1.971
H 0.841 1.875 -0.328 0.081 -2.075 2.166
H 0.017 1.614 1.291 -0.409 0.508 0.164
H 0.919 -0.874 2.104 -1.956 -0.744 -0.575



The records above yield calculated total energy values of -308.81567 -308.51059 -706.91947 a.u., respectively.
The records above yield energy above the lowest of the compared OMol25 structures with the same formula, charge and spin values of 216.6 184.4 456.6 kJ/mol, respectively.